1.
Below is a cluster of 11 separate species, C41H82O17 in total in a non-equilibrium geometry, with properties calculated with the ωB97M-V functional and the def2-TZVPD basis.

* E_tot: -2890.2237 hartree
* SMILES: COC(=O)OC.COC(=O)OC.COC(=O)OC.C1CCOC1.C1CCOC1.C1CCOC1.C1CCOC1.C1CCOC1.C1CCOC1.C1CCOC1.C1CCOC1
* lowest unoccupied orbital energy: 0.52 eV
* orbital gap: 9.479 eV
* energy relative to the best compared isomer or geometry (same formula, charge and spin): 176.26 kcal/mol
* molar mass: 847.09 g/mol

Geometry as ORCA input:
```
! wB97M-V def2-TZVPD RIJCOSX def2/J DEFGRID3
* xyz 0 1
C -7.471 1.391 -1.995
O -6.063 1.065 -1.906
C -5.361 1.653 -0.870
O -5.878 2.405 -0.041
O -4.145 1.112 -0.882
C -3.249 1.656 0.128
H -7.904 1.256 -1.020
H -7.895 0.890 -2.890
H -7.609 2.496 -2.126
H -3.721 1.452 1.145
H -3.142 2.687 -0.107
H -2.325 1.147 -0.085
C 4.329 -1.714 -1.588
O 3.236 -1.224 -2.422
C 2.282 -2.044 -2.599
O 2.159 -3.069 -1.991
O 1.379 -1.734 -3.498
C 1.624 -0.437 -4.216
H 5.081 -0.932 -1.663
H 4.759 -2.693 -1.920
H 3.907 -1.888 -0.619
H 2.640 -0.266 -4.488
H 1.305 0.355 -3.536
H 0.947 -0.448 -5.119
C -2.684 -2.147 0.849
O -1.813 -1.392 -0.004
C -0.671 -1.046 0.601
O -0.296 -1.379 1.669
O 0.032 -0.420 -0.290
C 1.432 -0.062 0.011
H -3.564 -2.207 0.252
H -2.838 -1.639 1.835
H -2.296 -3.109 0.892
H 1.495 0.595 0.857
H 1.695 0.567 -0.803
H 1.960 -0.960 0.181
C 2.390 0.989 5.536
C 1.260 1.871 5.168
C 1.690 3.290 5.506
O 3.052 3.177 5.738
C 3.529 1.887 5.240
H 2.270 0.133 4.834
H 2.268 0.595 6.562
H 0.375 1.654 5.840
H 0.970 1.926 4.142
H 1.184 3.580 6.454
H 1.532 4.111 4.785
H 4.495 1.683 5.691
H 3.626 2.029 4.179
C 3.675 4.035 -2.904
C 4.324 3.898 -1.510
C 3.534 2.682 -0.830
O 2.373 2.483 -1.596
C 2.263 3.571 -2.592
H 4.078 3.453 -3.752
H 3.680 5.096 -3.094
H 4.024 4.778 -0.869
H 5.430 3.831 -1.441
H 3.282 2.911 0.150
H 4.146 1.727 -0.869
H 1.550 4.263 -2.080
H 1.710 3.138 -3.416
C -4.149 -2.284 -4.128
C -3.327 -1.580 -3.092
C -1.913 -1.597 -3.652
O -2.156 -1.212 -5.018
C -3.413 -1.674 -5.413
H -5.181 -2.019 -4.239
H -3.930 -3.355 -3.977
H -3.299 -2.050 -2.077
H -3.676 -0.521 -2.974
H -1.401 -2.558 -3.717
H -1.259 -0.781 -3.183
H -3.310 -2.391 -6.225
H -4.073 -0.877 -5.761
C -0.781 3.794 2.025
C -0.090 5.047 2.372
C 1.415 4.670 2.147
O 1.439 3.285 2.036
C 0.232 2.967 1.320
H -1.616 4.009 1.395
H -1.289 3.337 2.895
H -0.381 5.344 3.354
H -0.346 5.958 1.723
H 2.020 5.027 3.033
H 1.797 5.198 1.269
H 0.066 1.894 1.430
H 0.364 3.214 0.231
C 0.449 -4.231 3.888
C 1.475 -3.496 4.744
C 2.683 -3.318 3.795
O 2.647 -4.412 2.881
C 1.284 -4.524 2.572
H -0.544 -3.722 3.716
H 0.163 -5.227 4.324
H 1.801 -4.169 5.557
H 1.182 -2.547 5.160
H 3.647 -3.278 4.245
H 2.427 -2.405 3.223
H 1.112 -5.526 2.223
H 0.953 -3.879 1.725
C -4.790 0.415 4.173
C -3.817 -0.787 4.092
C -2.438 -0.142 3.881
O -2.606 1.266 3.480
C -3.780 1.646 4.203
H -5.437 0.473 4.995
H -5.306 0.624 3.257
H -4.188 -1.441 3.295
H -3.842 -1.381 5.049
H -1.926 -0.643 3.027
H -1.863 -0.211 4.823
H -4.280 2.509 3.805
H -3.522 1.811 5.318
C 4.390 -7.640 -1.843
C 3.245 -7.077 -1.053
C 3.616 -5.552 -0.878
O 4.989 -5.707 -0.605
C 5.544 -6.818 -1.271
H 4.312 -7.461 -2.873
H 4.584 -8.671 -1.766
H 3.109 -7.581 -0.087
H 2.233 -7.313 -1.513
H 3.151 -5.102 -0.056
H 3.495 -5.040 -1.857
H 6.190 -7.409 -0.569
H 6.273 -6.464 -2.160
C -2.505 2.826 -5.538
C -1.791 4.163 -5.300
C -1.056 3.866 -4.039
O -0.611 2.560 -4.109
C -1.601 1.818 -4.743
H -2.623 2.677 -6.613
H -3.524 2.808 -5.118
H -2.469 5.001 -5.190
H -1.114 4.309 -6.184
H -1.702 3.970 -3.228
H -0.146 4.578 -3.873
H -2.137 1.256 -3.988
H -1.129 1.045 -5.383
*
```



2.
Below is a cluster of 8 separate species, C41H87N2O25P in total, with properties calculated with the ωB97M-V functional and the def2-TZVPD basis.

* E_tot: -3946.4275 hartree
* SMILES: CCOP(=O)(CCCN(CCCN)CCOC)OCC.CCOC(=O)OC.CCOC(=O)OC.CCOC(=O)OC.CCOC(=O)OC.CCOC(=O)OC.CCOC(=O)OC.CCOC(=O)OC
* lowest unoccupied orbital energy: 0.40 eV
* orbital gap: 9.048 eV
* molar mass: 1039.11 g/mol

Geometry as ORCA input:
```
! wB97M-V def2-TZVPD RIJCOSX def2/J DEFGRID3
* xyz 0 1
C 5.817 2.768 -2.438
C 4.940 4.012 -2.565
O 4.356 4.029 -3.876
P 3.674 5.348 -4.487
O 4.637 6.226 -5.175
C 2.770 6.221 -3.186
C 1.344 6.707 -3.540
C 0.347 6.523 -2.396
N -0.228 5.189 -2.230
C -0.928 4.689 -3.420
C -0.378 3.362 -3.982
C 0.772 2.763 -3.184
N 1.169 1.482 -3.793
C -1.102 5.201 -1.066
C -1.536 3.830 -0.591
O -0.464 3.193 0.066
C -0.603 1.795 0.152
O 2.557 4.705 -5.421
C 2.986 4.203 -6.716
C 1.983 3.172 -7.180
H 5.833 2.249 -3.396
H 5.416 2.081 -1.690
H 6.837 3.022 -2.154
H 5.534 4.920 -2.416
H 4.131 3.999 -1.831
H 3.431 7.080 -3.036
H 2.746 5.668 -2.245
H 1.011 6.247 -4.469
H 1.379 7.782 -3.737
H -0.448 7.289 -2.480
H 0.878 6.744 -1.462
H -1.986 4.544 -3.170
H -0.921 5.449 -4.205
H -0.054 3.485 -5.017
H -1.196 2.629 -4.000
H 1.638 3.430 -3.201
H 0.480 2.656 -2.131
H 1.935 1.086 -3.257
H 0.407 0.818 -3.697
H -0.560 5.672 -0.240
H -2.006 5.803 -1.271
H -2.383 3.957 0.101
H -1.896 3.208 -1.425
H 0.360 1.381 0.449
H -0.887 1.356 -0.814
H -1.360 1.505 0.893
H 3.985 3.771 -6.617
H 3.040 5.057 -7.394
H 2.308 2.748 -8.134
H 1.001 3.626 -7.329
H 1.875 2.374 -6.443
C 4.510 -0.151 -5.986
C 4.833 -0.345 -4.522
O 4.168 -1.498 -3.972
C 4.740 -2.668 -4.240
O 5.763 -2.837 -4.853
O 3.993 -3.633 -3.706
C 4.484 -4.959 -3.937
H 3.431 -0.101 -6.133
H 4.948 0.785 -6.335
H 4.914 -0.967 -6.585
H 4.459 0.489 -3.931
H 5.907 -0.435 -4.357
H 5.522 -5.047 -3.620
H 4.407 -5.212 -4.993
H 3.851 -5.612 -3.346
C 8.969 -3.595 -4.360
C 9.046 -4.778 -3.424
O 9.085 -6.028 -4.140
C 10.275 -6.367 -4.629
O 11.301 -5.752 -4.499
O 10.135 -7.505 -5.311
C 11.335 -7.970 -5.935
H 8.126 -3.700 -5.041
H 8.826 -2.682 -3.783
H 9.887 -3.497 -4.940
H 8.147 -4.851 -2.813
H 9.910 -4.719 -2.763
H 12.148 -8.020 -5.215
H 11.617 -7.316 -6.758
H 11.110 -8.964 -6.311
C -5.562 0.148 3.880
C -4.835 0.881 2.776
O -4.452 -0.003 1.706
C -5.423 -0.315 0.851
O -6.556 0.090 0.881
O -4.926 -1.160 -0.053
C -5.872 -1.603 -1.032
H -4.962 -0.686 4.245
H -5.744 0.832 4.710
H -6.518 -0.240 3.531
H -3.894 1.294 3.135
H -5.439 1.692 2.370
H -6.353 -0.754 -1.513
H -6.629 -2.233 -0.568
H -5.299 -2.175 -1.754
C -5.336 3.039 9.568
C -4.541 2.188 8.602
O -4.778 2.572 7.236
C -4.125 3.656 6.820
O -3.354 4.314 7.466
O -4.477 3.888 5.554
C -3.862 5.043 4.972
H -6.397 3.014 9.315
H -5.215 2.657 10.582
H -4.996 4.073 9.546
H -4.862 1.148 8.648
H -3.474 2.229 8.820
H -2.780 4.994 5.074
H -4.231 5.949 5.449
H -4.145 5.028 3.924
C -8.852 1.057 5.577
C -8.336 0.763 6.966
O -9.368 0.266 7.835
C -9.662 -1.025 7.693
O -9.113 -1.809 6.965
O -10.686 -1.301 8.503
C -11.160 -2.650 8.432
H -9.712 1.728 5.611
H -8.063 1.534 4.996
H -9.152 0.143 5.065
H -7.992 1.681 7.440
H -7.507 0.056 6.942
H -10.346 -3.353 8.592
H -11.618 -2.839 7.462
H -11.901 -2.742 9.221
C 12.881 -9.386 -2.519
C 14.123 -10.246 -2.543
O 13.813 -11.632 -2.310
C 13.332 -12.289 -3.363
O 13.161 -11.837 -4.467
O 13.049 -13.535 -2.985
C 12.496 -14.356 -4.017
H 12.338 -9.520 -1.583
H 13.153 -8.334 -2.614
H 12.217 -9.646 -3.342
H 14.805 -9.981 -1.737
H 14.652 -10.155 -3.491
H 13.136 -14.352 -4.896
H 11.503 -14.003 -4.290
H 12.436 -15.355 -3.595
C -13.213 1.362 8.891
C -12.695 1.233 7.476
O -13.421 2.076 6.560
C -13.053 3.354 6.551
O -12.164 3.846 7.197
O -13.853 4.012 5.711
C -13.586 5.414 5.615
H -14.285 1.165 8.925
H -12.702 0.640 9.529
H -13.028 2.361 9.283
H -12.848 0.226 7.095
H -11.633 1.466 7.422
H -12.539 5.591 5.376
H -13.832 5.911 6.552
H -14.225 5.779 4.817
*
```